# 1
A structure of composition C20H16FO5S2 at a distorted geometry, computed with ωB97M-V with the def2-TZVPD basis set.

Element x y z (Å)
C 4.30190 1.44629 0.17680
C 3.76049 2.73728 0.08140
C 2.56567 2.96661 -0.59746
C 1.87081 1.85829 -1.09793
C 0.43784 2.07598 -1.47726
O 0.01984 2.78460 -2.34067
C 2.47074 0.59391 -1.15220
C 3.67089 0.38120 -0.47313
H 5.20940 1.26408 0.74473
H 4.28160 3.58006 0.53616
H 2.13046 3.97248 -0.71148
H -0.36087 1.63606 -0.57504
H 1.95911 -0.19227 -1.70766
H 4.09586 -0.62356 -0.43842
F 0.15357 -0.31698 0.01508
C -0.79726 0.57090 -0.46221
S -1.98945 1.06505 0.86237
C -0.91493 0.99229 2.30535
C 0.36008 1.55770 2.23365
C 1.28968 1.26311 3.22819
C 0.90948 0.46836 4.32243
C -0.39838 -0.03478 4.41273
C -1.31920 0.21942 3.39090
O -2.20099 2.46946 0.57990
O -3.07210 0.12392 1.02809
S -1.66392 -0.01239 -1.99227
C -2.07887 -1.77320 -2.02478
C -1.56038 -2.62336 -1.05856
C -1.64605 -4.00565 -1.24075
C -2.30642 -4.52702 -2.35597
C -2.91852 -3.66402 -3.27437
C -2.82997 -2.27844 -3.09663
O -2.89895 0.73617 -2.01063
O -0.65420 0.13382 -3.02059
H 0.62150 2.19717 1.38634
H 2.30645 1.67106 3.14697
H 1.63204 0.25742 5.11617
H -0.71643 -0.62644 5.27456
H -2.32825 -0.18734 3.39792
H -1.09358 -2.19462 -0.17774
H -1.17921 -4.66969 -0.51509
H -2.34747 -5.60983 -2.50808
H -3.44853 -4.07782 -4.13500
H -3.32349 -1.60526 -3.79581

Properties
- lowest unoccupied orbital energy (eV) = 2.794
- molecular weight (u) = 419.47
- HOMO-LUMO gap (eV) = 4.712
- E_tot (eV) = -55619.72737
- total charge = -1
- largest force on an atom (eV/Å) = 8.51
- spin multiplicity = 1
- highest occupied orbital energy (eV) = -1.92

=====

# 2
A structure of composition C20H16IN5O4S2SeTl at a distorted geometry, computed with ωB97M-V with the def2-TZVPD basis set.

Element x y z (Å)
Tl 0.43822 -0.94921 0.49111
C -0.61501 1.86475 6.37109
S -0.30969 3.45081 5.54782
C -0.40037 2.86920 3.88866
S 0.73405 1.83749 3.26008
N -1.60397 3.40247 3.44513
N -2.00062 3.00219 2.29198
C -2.99950 3.64947 1.73872
C -3.23561 3.44721 0.36281
C -4.00530 4.29623 -0.51444
C -4.07011 3.91416 -1.86592
C -3.33892 2.80216 -2.28839
C -2.47016 2.21618 -1.40579
N -2.31728 2.55574 -0.15743
H -1.37022 1.25780 5.86968
H -0.93369 2.10078 7.41317
H 0.28590 1.24750 6.40021
H -3.58367 4.33421 2.40363
H -4.47761 5.22045 -0.15351
H -4.66474 4.47503 -2.60391
H -3.29693 2.43576 -3.30197
H -1.90924 1.31590 -1.64025
O 0.66506 -2.87329 -1.17365
C 0.30363 -3.14402 -2.36473
C -0.19751 -2.26824 -3.37385
C -0.01817 -2.55257 -4.73194
C -0.33504 -1.65243 -5.73199
C -1.01665 -0.46693 -5.31707
C -1.18956 -0.10101 -4.01740
C -0.63057 -0.87821 -2.94081
O -0.38303 -0.31678 -1.81883
N 0.17179 -1.77787 -7.05435
O -0.02863 -0.70746 -7.72446
O 0.71422 -2.83717 -7.41336
H 0.36638 -4.24679 -2.64628
H 0.24086 -3.61213 -5.06154
H -1.23341 0.18890 -6.16797
H -1.65959 0.85804 -3.73619
I -2.68242 -2.58749 0.60908
Se 4.17944 -1.09453 0.87069
C 4.53459 -2.27631 2.30961
C 5.29880 -3.47028 2.12606
C 5.69541 -4.11260 3.26791
N 5.24668 -3.82698 4.51603
C 4.35897 -2.80871 4.62376
C 4.06352 -1.91092 3.57829
H 5.72438 -3.71591 1.13787
H 6.35745 -4.97742 3.26721
H 4.08074 -2.63278 5.65951
H 3.51715 -0.94437 3.75593

Properties
- lowest unoccupied orbital energy (alpha / beta) (eV) = -0.575 / -0.819
- molecular weight (u) = 864.76
- energy relative to the best compared isomer or geometry (same formula, charge and spin) (kJ/mol) = 41.44
- HOMO-LUMO gap (alpha / beta) (eV) = 4.051 / 3.852
- E_tot (eV) = -136445.66349
- total charge = -1
- largest force on an atom (eV/Å) = 3.36
- spin multiplicity = 1
- highest occupied orbital energy (alpha / beta) (eV) = -4.63 / -4.67